1.
16
Properties=species:S:1:pos:R:3 method="wB97M-V/def2-TZVPD" lumo_ev=0.45 e_above_lowest_kcal_mol=53.6 max_force_ev_per_a=5.086 multiplicity=1 homo_lumo_gap_ev=9.781 e_tot_ev=-7835.602 e_homo_ev=-9.328
H 0.7832 0.0375 -0.3052
O 1.0723 -0.2937 -1.5227
N 0.2510 0.6108 0.7358
H 1.9450 -0.8604 -1.5240
H 0.6698 1.5116 0.7014
C 0.6327 0.1174 2.1560
H 1.6868 0.0590 2.2454
H 0.2947 0.8959 2.9748
H 0.1444 -0.7104 2.5839
C -1.1709 0.6468 0.5344
H -1.2800 1.3492 -0.4294
H -1.6951 -0.2569 0.3686
H -1.7773 1.2016 1.2052
O -0.7563 -1.5113 -3.5932
H -0.6264 -1.9956 -2.7763
H -0.1741 -0.8015 -3.3545

2.
14
Properties=species:S:1:pos:R:3 method="wB97M-V/def2-TZVPD" lumo_ev="-1.07 / -1.07" e_above_lowest_kcal_mol=202.6 max_force_ev_per_a=3.632 multiplicity=1 homo_lumo_gap_ev="7.993 / 7.995" e_tot_ev=-12787.091 e_homo_ev="-9.062 / -9.062"
C -0.5107 -1.5050 0.0561
C -0.0634 1.1858 -1.1356
C -1.3876 0.6318 0.7636
C 0.7161 -0.9781 -0.5161
N -1.3709 -0.7618 0.5927
N -0.9028 1.4220 -0.2927
N 1.6473 -0.2203 0.2022
O 2.5709 0.2723 -0.4093
O 1.3364 0.1124 1.3070
H -0.7826 -2.5117 -0.1213
H 0.5275 1.9250 -1.6052
H -2.3089 1.0349 1.0284
H -0.6076 0.9753 1.4896
H 1.1362 -1.5826 -1.3595

3.
10
Properties=species:S:1:pos:R:3 method="wB97M-V/def2-TZVPD" lumo_ev=0.52 e_above_lowest_kcal_mol=13.1 max_force_ev_per_a=1.720 multiplicity=1 homo_lumo_gap_ev=10.822 e_tot_ev=-7740.185 e_homo_ev=-10.302
N -1.9363 -0.0336 -0.0125
C -0.6745 -0.7401 -0.0557
C 0.5542 0.1555 0.0004
O 0.5000 1.3606 -0.0109
O 1.7248 -0.5057 0.0272
H -1.7494 0.8159 -0.5039
H -1.9806 0.3246 0.9033
H -0.7024 -1.4280 0.7536
H -0.6223 -1.3629 -0.9438
H 1.5314 -1.4456 0.0790

4.
30
Properties=species:S:1:pos:R:3 method="wB97M-V/def2-TZVPD" lumo_ev=0.90 e_above_lowest_kcal_mol=32.8 max_force_ev_per_a=2.812 multiplicity=1 homo_lumo_gap_ev=9.796 e_tot_ev=-13745.242 e_homo_ev=-8.897
C -1.3477 -2.1296 -3.3724
C -1.3436 -1.2508 -2.1230
C -0.1651 -0.2551 -2.2646
C -0.2939 1.1025 -2.3447
C 0.8688 1.9021 -2.2198
C 2.1242 1.3587 -2.1155
C 2.2591 -0.0702 -2.1170
C 1.1093 -0.8119 -2.2114
H -0.3770 -2.5542 -3.5832
H -1.7251 -1.5858 -4.2388
H -2.1465 -2.8737 -3.2332
H -2.2268 -0.6555 -1.9260
H -1.0702 -1.8725 -1.2681
H -1.1888 1.6445 -2.6204
H 0.7272 2.9718 -2.3210
H 3.0705 1.8599 -1.9681
H 3.2189 -0.5518 -2.1031
H 1.2471 -1.8876 -2.2505
C 0.8378 -0.3326 3.3823
C -0.4442 0.1748 3.9602
C -0.5701 1.7126 3.8888
O -1.5230 -0.3859 3.1832
H 1.5653 0.4688 3.1635
H 0.7567 -1.0239 2.5483
H 1.5821 -0.7873 4.0523
H -0.5243 -0.2254 4.9808
H -0.6522 2.1876 4.8658
H 0.1182 2.1124 3.1494
H -1.5461 1.9586 3.4469
H -2.3406 -0.2004 3.6595

5.
10
Properties=species:S:1:pos:R:3 method="wB97M-V/def2-TZVPD" lumo_ev=0.67 e_above_lowest_kcal_mol=112.9 max_force_ev_per_a=6.271 multiplicity=1 homo_lumo_gap_ev=10.063 e_tot_ev=-9425.719 e_homo_ev=-9.392
F -1.4905 -0.3389 -0.6875
C -0.8675 0.2280 0.4095
C 0.1431 -0.9025 0.6903
N 1.2084 -0.8755 -0.1431
O 1.2567 0.3691 -0.5293
C 0.1188 1.3346 0.2723
H -1.9539 0.4761 1.1466
H -0.1006 -1.9406 1.1193
H 0.6805 1.5968 1.4146
H -0.0907 2.1331 -0.4907

6.
20
Properties=species:S:1:pos:R:3 method="wB97M-V/def2-TZVPD" lumo_ev=0.86 e_above_lowest_kcal_mol=189.4 max_force_ev_per_a=7.223 multiplicity=1 homo_lumo_gap_ev=8.692 e_tot_ev=-9388.635 e_homo_ev=-7.835
C 1.3254 1.6523 -0.0321
C 0.1547 1.1200 0.9039
C -0.8071 0.4563 -0.0560
C -2.0187 -0.5013 -0.5761
C -0.0519 -1.7428 0.5142
C -0.1849 -0.3150 1.2021
H 2.5209 1.0955 -1.6823
H 2.9514 0.3615 -0.1595
H 2.1929 2.6871 0.4666
H 0.8924 2.2509 -0.9948
H -0.0934 1.8890 1.6456
H 0.0327 0.3431 -0.8684
H -2.6003 -0.3324 -1.4393
H -2.8067 -0.3344 0.1951
H -1.4067 -2.6194 -1.0399
H 0.7446 -1.9301 -0.1264
H -0.3897 -2.5513 1.3511
H -1.0949 -0.4416 1.8665
N 1.9695 0.6322 -0.8125
N -1.3304 -1.7196 -0.3580